one.
A cluster of 12 separate species, C12H48N24O12 in total, computed with ωB97M-V/def2-TZVPD.

Each atom is followed by the atoms it is bonded to, with distances in Å.
Positions of all 96 atoms, in Å:
1 N 1.16025 4.91259 0.30980  C2 1.353, H5 1.007, H6 1.006
2 C 1.59412 3.69130 0.69644  N1 1.353, N3 1.350, O4 1.245
3 N 1.87873 2.94724 -0.39350  C2 1.350, H7 1.012, H8 1.006
4 O 1.88784 3.28011 1.83458  C2 1.245
5 H 1.18529 5.64607 0.99871  N1 1.007
6 H 0.98436 5.06748 -0.66901  N1 1.006
7 H 2.32301 2.06073 -0.19369  N3 1.012
8 H 1.70624 3.13363 -1.36685  N3 1.006
9 N 0.46291 -1.39340 0.17942  C10 1.348, H13 1.006, H14 1.009
10 C -0.11343 -0.29367 0.70464  N9 1.348, N11 1.335, O12 1.242
11 N -0.79356 0.45019 -0.17148  C10 1.335, H15 1.001, H16 1.007
12 O -0.10440 0.00580 1.90968  C10 1.242
13 H 0.19757 -1.61620 -0.76520  N9 1.006
14 H 1.13139 -1.96292 0.67530  N9 1.009
15 H -0.75292 0.14185 -1.12273  N11 1.001
16 H -1.10930 1.38908 0.00910  N11 1.007
17 N -0.99329 1.88782 3.70729  C18 1.342, H21 1.012, H22 1.008
18 C -1.09459 3.15614 4.13317  N17 1.342, N19 1.388, O20 1.226
19 N 0.10780 3.81213 3.91130  C18 1.388, H23 1.001, H24 1.024
20 O -1.91990 3.65765 4.88883  C18 1.226
21 H -1.75406 1.22184 3.73963  N17 1.012
22 H -0.25765 1.58360 3.08870  N17 1.008
23 H 0.42774 4.63356 4.38619  N19 1.001
24 H 0.62450 3.46232 3.09929  N19 1.024
25 N 3.10589 0.11968 2.56673  C26 1.338, H29 1.013, H30 1.003
26 C 3.93468 0.12089 1.51694  N25 1.338, N27 1.342, O28 1.233
27 N 5.20267 -0.22608 1.78536  C26 1.342, H31 1.002, H32 1.005
28 O 3.65596 0.49791 0.37692  C26 1.233
29 H 2.11792 0.22330 2.36786  N25 1.013
30 H 3.32043 -0.12372 3.51554  N25 1.003
31 H 5.87827 -0.10771 1.05455  N27 1.002
32 H 5.33530 -0.65080 2.68658  N27 1.005
33 N -2.61488 0.66616 -3.09124  C34 1.329, H37 1.010, H38 1.014
34 C -3.56719 -0.14818 -3.53482  N33 1.329, N35 1.351, O36 1.252
35 N -4.79600 0.38581 -3.35836  C34 1.351, H39 1.001, H40 1.005
36 O -3.24489 -1.23829 -4.06045  C34 1.252
37 H -2.92511 1.35940 -2.42511  N33 1.010
38 H -1.70862 0.23815 -2.93493  N33 1.014
39 H -4.82096 1.23312 -2.82573  N35 1.001
40 H -5.62378 -0.11443 -3.63126  N35 1.005
41 N -2.67640 -3.27055 -1.69677  C42 1.355, H45 1.010, H46 1.006
42 C -1.68897 -3.95741 -1.07221  N41 1.355, N43 1.338, O44 1.235
43 N -0.56869 -4.23799 -1.74835  C42 1.338, H47 1.013, H48 1.005
44 O -1.83580 -4.31059 0.10200  C42 1.235
45 H -2.71420 -2.89843 -2.63505  N41 1.010
46 H -3.45071 -2.98936 -1.11987  N41 1.006
47 H 0.05750 -4.82865 -1.21416  N43 1.013
48 H -0.37870 -4.30707 -2.73316  N43 1.005
49 N 1.87557 -4.14967 3.96355  C50 1.369, H53 1.003, H54 1.004
50 C 1.39970 -3.76701 2.73859  N49 1.369, N51 1.322, O52 1.233
51 N 0.15034 -4.10905 2.47352  C50 1.322, H55 1.008, H56 1.012
52 O 2.12181 -3.25287 1.88104  C50 1.233
53 H 2.77881 -3.83973 4.27011  N49 1.003
54 H 1.25487 -4.68160 4.54674  N49 1.004
55 H -0.49429 -4.13768 3.24732  N51 1.008
56 H -0.21420 -4.04364 1.53130  N51 1.012
57 N 3.25025 -3.14078 -1.36435  C58 1.350, H61 1.007, H62 1.007
58 C 2.98211 -4.44133 -1.60582  N57 1.350, N59 1.349, O60 1.229
59 N 3.90162 -5.04389 -2.38746  C58 1.349, H63 1.002, H64 1.004
60 O 1.97211 -4.95571 -1.13163  C58 1.229
61 H 2.62309 -2.46382 -0.96230  N57 1.007
62 H 3.99301 -2.70034 -1.88266  N57 1.007
63 H 4.51787 -4.43637 -2.89273  N59 1.002
64 H 3.88651 -6.04665 -2.43539  N59 1.004
65 N -4.15610 4.16153 -0.20203  C66 1.360, H69 1.003, H70 1.005
66 C -2.89246 3.71890 0.03603  N65 1.360, N67 1.337, O68 1.249
67 N -2.34520 4.19961 1.15690  C66 1.337, H71 1.012, H72 1.010
68 O -2.33816 2.85004 -0.67031  C66 1.249
69 H -4.68734 3.83009 -0.98545  N65 1.003
70 H -4.55470 4.82384 0.44001  N65 1.005
71 H -1.35032 4.01426 1.17658  N67 1.012
72 H -2.92352 4.07259 1.97502  N67 1.010
73 N -0.95061 3.13204 -3.37461  C74 1.333, H77 1.002, H78 1.009
74 C -0.07782 4.11271 -3.60470  N73 1.333, N75 1.364, O76 1.232
75 N -0.30735 4.76700 -4.77888  C74 1.364, H79 1.003, H80 1.006
76 O 0.82388 4.45321 -2.83711  C74 1.232
77 H -1.72307 2.96662 -3.99088  N73 1.002
78 H -0.89520 2.76795 -2.43481  N73 1.009
79 H -1.02565 4.50997 -5.42949  N75 1.003
80 H 0.17610 5.64349 -4.87563  N75 1.006
81 N -0.12519 -1.37692 4.50902  C82 1.344, H85 1.016, H86 1.003
82 C -1.40700 -1.42251 4.91173  N81 1.344, N83 1.348, O84 1.230
83 N -1.71004 -2.44017 5.74201  C82 1.348, H87 1.004, H88 1.005
84 O -2.30609 -0.70018 4.48390  C82 1.230
85 H 0.02519 -0.91450 3.61730  N81 1.016
86 H 0.65830 -1.70176 5.04447  N81 1.003
87 H -2.68146 -2.63383 5.90732  N83 1.004
88 H -0.96363 -2.93098 6.20151  N83 1.005
89 N 1.76833 -0.71945 -4.17527  C90 1.337, H93 1.003, H94 1.009
90 C 0.51184 -0.73332 -3.71850  N89 1.337, N91 1.348, O92 1.230
91 N -0.38155 -1.35067 -4.51731  C90 1.348, H95 1.021, H96 1.004
92 O 0.14378 -0.14538 -2.70327  C90 1.230
93 H 2.01331 -0.92210 -5.12626  N89 1.003
94 H 2.39983 -0.19608 -3.58781  N89 1.009
95 H -1.35590 -1.26067 -4.22584  N91 1.021
96 H -0.13374 -1.67520 -5.43408  N91 1.004

Properties
structure (SMILES) = NC(N)=O.NC(N)=O.NC(N)=O.NC(N)=O.NC(N)=O.NC(N)=O.NC(N)=O.NC(N)=O.NC(N)=O.NC(N)=O.NC(N)=O.NC(N)=O
Kohn-Sham gap = 8.2 eV
molar mass = 720.7 g/mol
2S+1 = 1

two.
A cluster of 12 separate species, C12H48N24O12 in total, computed with ωB97M-V/def2-TZVPD.

Each atom is followed by the atoms it is bonded to, with distances in Å.
Positions of all 96 atoms, in Å:
1 N 3.84208 -1.35715 -4.89450  C2 1.363, H5 1.001, H6 1.005
2 C 3.03642 -1.35109 -3.79518  N1 1.363, N3 1.356, O4 1.229
3 N 3.30334 -0.30088 -2.98003  C2 1.356, H7 1.005, H8 1.007
4 O 2.29398 -2.28441 -3.49899  C2 1.229
5 H 4.02469 -2.13384 -5.49917  N1 1.001
6 H 4.26824 -0.47846 -5.12986  N1 1.005
7 H 2.67445 -0.16421 -2.20779  N3 1.005
8 H 4.10160 0.30972 -3.03888  N3 1.007
9 N 5.03279 3.60031 -2.45525  C10 1.381, H13 1.001, H14 1.002
10 C 5.15008 2.34895 -1.88186  N9 1.381, N11 1.368, O12 1.219
11 N 4.17761 2.21043 -0.93037  C10 1.368, H15 1.002, H16 1.007
12 O 5.87009 1.44992 -2.27994  C10 1.219
13 H 4.30516 4.20107 -2.12195  N9 1.001
14 H 5.66719 3.95069 -3.14702  N9 1.002
15 H 3.55660 2.98277 -0.78108  N11 1.002
16 H 3.93353 1.37804 -0.41946  N11 1.007
17 N -0.59490 -0.73298 -0.37952  C18 1.346, H21 1.020, H22 1.013
18 C 0.46679 -0.14641 0.20340  N17 1.346, N19 1.352, O20 1.243
19 N 0.36046 0.04247 1.53754  C18 1.352, H23 1.021, H24 1.011
20 O 1.48829 0.14319 -0.44250  C18 1.243
21 H -1.48201 -0.83115 0.11494  N17 1.020
22 H -0.47015 -1.06163 -1.33009  N17 1.013
23 H 1.14233 0.46052 2.04412  N19 1.021
24 H -0.56342 0.22425 1.90520  N19 1.011
25 N -4.60735 -0.99757 2.69266  C26 1.384, H29 1.005, H30 1.006
26 C -3.33394 -1.31137 2.25214  N25 1.384, N27 1.371, O28 1.224
27 N -2.64733 -2.12339 3.11765  C26 1.371, H31 1.004, H32 1.001
28 O -2.85003 -0.85113 1.22678  C26 1.224
29 H -5.42121 -1.01020 2.10314  N25 1.005
30 H -4.64924 -1.40042 3.61328  N25 1.006
31 H -1.77306 -2.54087 2.85383  N27 1.004
32 H -3.15440 -2.41245 3.93123  N27 1.001
33 N -3.06617 0.89235 -2.23671  C34 1.360, H37 1.009, H38 1.008
34 C -4.14075 0.97208 -3.06607  N33 1.360, N35 1.371, O36 1.233
35 N -4.92060 2.07217 -2.81991  C34 1.371, H39 1.001, H40 1.009
36 O -4.30519 0.22790 -4.03540  C34 1.233
37 H -2.27473 0.37934 -2.59473  N33 1.009
38 H -2.96262 1.42079 -1.38480  N33 1.008
39 H -5.67906 2.42036 -3.37186  N35 1.001
40 H -4.90999 2.18933 -1.81757  N35 1.009
41 N -2.08314 3.39661 1.22984  C42 1.386, H45 1.010, H46 1.027
42 C -1.34244 3.92146 0.18209  N41 1.386, N43 1.345, O44 1.229
43 N -0.13877 3.35171 -0.00325  C42 1.345, H47 1.004, H48 1.002
44 O -1.89566 4.72254 -0.56874  C42 1.229
45 H -2.66003 4.14055 1.59620  N41 1.010
46 H -1.60530 2.85869 1.96214  N41 1.027
47 H 0.40972 3.75459 -0.74160  N43 1.004
48 H 0.12158 2.49039 0.43824  N43 1.002
49 N 1.98706 2.08576 2.83422  C50 1.363, H53 1.017, H54 1.009
50 C 2.74048 2.89144 3.63451  N49 1.363, N51 1.344, O52 1.243
51 N 4.06320 2.67021 3.54188  C50 1.344, H55 1.006, H56 1.009
52 O 2.19189 3.86356 4.18078  C50 1.243
53 H 2.56221 1.33571 2.45788  N49 1.017
54 H 0.98149 2.09810 2.91716  N49 1.009
55 H 4.68641 3.01276 4.25327  N51 1.006
56 H 4.44801 1.87835 3.04873  N51 1.009
57 N 4.53132 -2.09923 2.23427  C58 1.362, H61 1.006, H62 1.002
58 C 3.77199 -1.19514 1.55605  N57 1.362, N59 1.361, O60 1.233
59 N 3.02744 -1.83590 0.61427  C58 1.361, H63 1.012, H64 0.999
60 O 3.61365 -0.03824 1.95160  C58 1.233
61 H 5.18462 -1.77340 2.92641  N57 1.006
62 H 4.62865 -3.06822 1.99927  N57 1.002
63 H 2.42682 -1.29246 0.00695  N59 1.012
64 H 3.06216 -2.83445 0.62903  N59 0.999
65 N 1.02561 -3.41233 1.89319  C66 1.374, H69 1.007, H70 1.009
66 C 0.12530 -4.21762 1.23889  N65 1.374, N67 1.346, O68 1.226
67 N -0.67766 -3.57949 0.36657  C66 1.346, H71 1.008, H72 1.005
68 O 0.02454 -5.41425 1.48699  C66 1.226
69 H 0.88401 -2.41897 1.80520  N65 1.007
70 H 1.22293 -3.84761 2.78171  N65 1.009
71 H -0.67564 -2.58995 0.17652  N67 1.008
72 H -1.42708 -4.08328 -0.07358  N67 1.005
73 N -2.34084 3.01398 4.93226  C74 1.360, H77 1.008, H78 1.001
74 C -1.06045 2.93524 4.47925  N73 1.360, N75 1.359, O76 1.240
75 N -0.14313 3.60992 5.22108  C74 1.359, H79 1.025, H80 1.005
76 O -0.75266 2.31871 3.44894  C74 1.240
77 H -2.94364 2.30706 4.54179  N73 1.008
78 H -2.65745 3.70982 5.57831  N73 1.001
79 H 0.71631 3.81529 4.70218  N75 1.025
80 H -0.55334 4.26747 5.86044  N75 1.005
81 N -3.73146 -2.29522 -1.21921  C82 1.360, H85 1.001, H86 1.008
82 C -4.15480 -3.56939 -1.43638  N81 1.360, N83 1.365, O84 1.227
83 N -3.39471 -4.30179 -2.30165  C82 1.365, H87 1.005, H88 1.005
84 O -5.05108 -4.03286 -0.73856  C82 1.227
85 H -4.10339 -1.69302 -0.51131  N81 1.001
86 H -2.98129 -1.87185 -1.74335  N81 1.008
87 H -2.59277 -3.87676 -2.73307  N83 1.005
88 H -3.44000 -5.28523 -2.09869  N83 1.005
89 N -2.48658 -1.59235 -4.86965  C90 1.351, H93 1.026, H94 1.001
90 C -1.34260 -1.74891 -4.16744  N89 1.351, N91 1.366, O92 1.236
91 N -0.27791 -2.16581 -4.91520  C90 1.366, H95 1.003, H96 1.011
92 O -1.27645 -1.51018 -2.95627  C90 1.236
93 H -3.29327 -1.20505 -4.36704  N89 1.026
94 H -2.46776 -1.79679 -5.84925  N89 1.001
95 H -0.44221 -2.11613 -5.90338  N91 1.003
96 H 0.66651 -2.07509 -4.56594  N91 1.011

Properties
structure (SMILES) = NC(N)=O.NC(N)=O.NC(N)=O.NC(N)=O.NC(N)=O.NC(N)=O.NC(N)=O.NC(N)=O.NC(N)=O.NC(N)=O.NC(N)=O.NC(N)=O
Kohn-Sham gap = 9.5 eV
molar mass = 720.7 g/mol
2S+1 = 1

three.
A cluster of 12 separate species, C12H48N24O12 in total, computed with ωB97M-V/def2-TZVPD.

Each atom is followed by the atoms it is bonded to, with distances in Å.
Positions of all 96 atoms, in Å:
1 N 11.25570 -16.39599 15.89787  C2 1.356, H5 1.011, H6 0.998
2 C 10.07633 -17.05334 16.02218  N1 1.356, N3 1.363, O4 1.232
3 N 10.17984 -18.11489 16.87069  C2 1.363, H7 0.999, H8 1.003
4 O 8.98432 -16.74320 15.54463  C2 1.232
5 H 11.26544 -15.59146 15.28512  N1 1.011
6 H 12.07501 -16.83305 16.26221  N1 0.998
7 H 11.09075 -18.31540 17.22900  N3 0.999
8 H 9.34916 -18.61574 17.12634  N3 1.003
9 N 11.01187 -12.61386 9.16879  C10 1.349, H13 1.009, H14 1.003
10 C 11.62594 -11.99484 8.13944  N9 1.349, N11 1.373, O12 1.226
11 N 12.32779 -12.84469 7.32139  C10 1.373, H15 1.004, H16 1.001
12 O 11.62636 -10.77710 7.99363  C10 1.226
13 H 10.41308 -11.99224 9.69231  N9 1.009
14 H 11.02040 -13.61477 9.23114  N9 1.003
15 H 12.65307 -12.44089 6.46165  N11 1.004
16 H 12.26224 -13.83138 7.47993  N11 1.001
17 N 9.44046 -16.99685 12.10244  C18 1.373, H21 1.019, H22 1.003
18 C 10.38653 -16.56241 11.20701  N17 1.373, N19 1.352, O20 1.226
19 N 11.58416 -17.17228 11.35108  C18 1.352, H23 1.001, H24 1.006
20 O 10.21571 -15.54253 10.54868  C18 1.226
21 H 8.67071 -16.37143 12.33641  N17 1.019
22 H 9.58881 -17.83950 12.62619  N17 1.003
23 H 11.67348 -17.92871 12.00012  N19 1.001
24 H 12.29590 -16.83047 10.72730  N19 1.006
25 N 4.97237 -16.97175 12.21236  C26 1.364, H29 1.005, H30 1.000
26 C 6.17712 -16.56150 12.70414  N25 1.364, N27 1.361, O28 1.230
27 N 6.54201 -17.23040 13.83205  C26 1.361, H31 1.012, H32 0.999
28 O 6.86428 -15.67608 12.19717  C26 1.230
29 H 4.65613 -16.61958 11.32602  N25 1.005
30 H 4.60987 -17.74974 12.72613  N25 1.000
31 H 7.29164 -16.74894 14.31291  N27 1.012
32 H 6.09091 -18.06666 14.13978  N27 0.999
33 N 10.52447 -12.77510 12.53380  C34 1.356, H37 0.998, H38 1.012
34 C 11.74220 -12.44840 13.03348  N33 1.356, N35 1.353, O36 1.236
35 N 12.48391 -13.52011 13.39691  C34 1.353, H39 1.001, H40 1.019
36 O 12.10164 -11.26674 13.06763  C34 1.236
37 H 10.03591 -13.64567 12.53432  N33 0.998
38 H 10.04739 -11.90315 12.34245  N33 1.012
39 H 12.18874 -14.46248 13.23127  N35 1.001
40 H 13.47743 -13.36849 13.56274  N35 1.019
41 N 14.96708 -10.81602 15.06121  C42 1.326, H45 1.017, H46 1.010
42 C 15.37433 -11.27307 16.23779  N41 1.326, N43 1.373, O44 1.237
43 N 16.73869 -11.35243 16.37259  C42 1.373, H47 1.004, H48 1.010
44 O 14.59028 -11.66824 17.10908  C42 1.237
45 H 15.67721 -10.40429 14.46108  N41 1.017
46 H 13.96130 -10.73319 15.01686  N41 1.010
47 H 17.12387 -11.92012 17.10540  N43 1.004
48 H 17.34538 -11.16211 15.58837  N43 1.010
49 N 4.72454 -13.83208 13.99196  C50 1.355, H53 1.003, H54 1.005
50 C 5.53149 -12.77550 13.73014  N49 1.355, N51 1.350, O52 1.238
51 N 6.68112 -13.10041 13.10137  C50 1.350, H55 1.011, H56 1.022
52 O 5.30324 -11.59900 14.04187  C50 1.238
53 H 4.74304 -14.59068 13.33578  N49 1.003
54 H 3.84743 -13.70980 14.46650  N49 1.005
55 H 7.12811 -12.24389 12.80488  N51 1.011
56 H 6.90860 -14.05884 12.82735  N51 1.022
57 N 8.15807 -13.75593 9.66227  C58 1.331, H61 1.009, H62 1.016
58 C 7.65424 -13.35492 8.49751  N57 1.331, N59 1.363, O60 1.244
59 N 7.84763 -14.26403 7.50044  C58 1.363, H63 1.002, H64 1.004
60 O 7.05091 -12.28656 8.28974  C58 1.244
61 H 8.95550 -14.37326 9.68502  N57 1.009
62 H 7.97422 -13.06590 10.38544  N57 1.016
63 H 8.32182 -15.13258 7.65872  N59 1.002
64 H 7.45094 -14.07707 6.59713  N59 1.004
65 N 14.04672 -10.15542 11.44414  C66 1.358, H69 1.004, H70 1.010
66 C 14.24573 -9.10989 10.60001  N65 1.358, N67 1.345, O68 1.240
67 N 13.53615 -9.08088 9.45749  C66 1.345, H71 1.003, H72 1.007
68 O 15.06134 -8.20802 10.84401  C66 1.240
69 H 14.56250 -10.07909 12.30256  N65 1.004
70 H 13.12183 -10.55626 11.50126  N65 1.010
71 H 13.64986 -8.27165 8.87609  N67 1.003
72 H 12.84619 -9.76820 9.20287  N67 1.007
73 N 15.86897 -16.05414 14.26106  C74 1.357, H77 1.004, H78 1.002
74 C 15.78802 -14.77033 14.69271  N73 1.357, N75 1.345, O76 1.233
75 N 16.38339 -14.53778 15.87631  C74 1.345, H79 1.003, H80 1.007
76 O 15.16369 -13.89690 14.08707  C74 1.233
77 H 16.51517 -16.69011 14.69210  N73 1.004
78 H 15.29587 -16.39570 13.51370  N73 1.002
79 H 16.63888 -15.38283 16.35220  N75 1.003
80 H 16.43733 -13.58821 16.20712  N75 1.007
81 N 8.41907 -9.84516 9.25120  C82 1.328, H85 1.029, H86 1.004
82 C 8.59442 -9.89559 10.56629  N81 1.328, N83 1.361, O84 1.251
83 N 8.73700 -8.69473 11.19021  C82 1.361, H87 1.004, H88 1.009
84 O 8.69709 -10.90357 11.30014  C82 1.251
85 H 8.01904 -10.70527 8.85303  N81 1.029
86 H 8.09233 -8.98910 8.84061  N81 1.004
87 H 8.96597 -7.86499 10.67279  N83 1.004
88 H 9.10086 -8.84845 12.11846  N83 1.009
89 N 17.08774 -10.38394 11.08979  C90 1.346, H93 1.007, H94 1.002
90 C 16.90451 -10.82019 12.34989  N89 1.346, N91 1.357, O92 1.249
91 N 16.65579 -12.15139 12.43965  C90 1.357, H95 1.011, H96 1.003
92 O 17.05302 -10.01025 13.28920  C90 1.249
93 H 17.45112 -9.44572 11.05035  N89 1.007
94 H 17.17055 -11.11793 10.41344  N89 1.002
95 H 16.35050 -12.58060 13.30234  N91 1.011
96 H 16.40335 -12.58215 11.57000  N91 1.003

Properties
structure (SMILES) = NC(N)=O.NC(N)=O.NC(N)=O.NC(N)=O.NC(N)=O.NC(N)=O.NC(N)=O.NC(N)=O.NC(N)=O.NC(N)=O.NC(N)=O.NC(N)=O
Kohn-Sham gap = 7.8 eV
molar mass = 720.7 g/mol
2S+1 = 1

Tell me which of them is the most stable. Sure, it is one.